[1]
ORCA calculation (ωB97M-V/def2-TZVPD) on C21H32N2O5 in the gas phase.

The geometry in ORCA input format:
```
! RIJCOSX wB97M-V def2-TZVPD def2/J DEFGRID3
* xyz 0 1
C -0.062 1.648 0.480
H 0.210 1.425 1.517
O -0.837 0.622 -0.088
C -0.319 -0.654 -0.138
C 0.982 -0.945 0.245
C 1.498 -2.235 0.168
C 0.677 -3.259 -0.286
C -0.618 -2.984 -0.665
C -1.147 -1.695 -0.603
O -2.427 -1.603 -1.054
C -3.269 -0.501 -0.759
C -4.549 -0.712 -1.571
H -4.313 -0.726 -2.635
H -4.976 -1.679 -1.302
C -5.548 0.407 -1.265
N -5.832 0.453 0.149
C -7.010 0.158 0.753
O -7.122 0.160 1.964
C -8.187 -0.147 -0.151
H -7.993 -1.028 -0.758
H -9.050 -0.338 0.482
H -8.407 0.698 -0.800
C -4.653 0.676 0.959
C -3.627 -0.431 0.728
H -2.735 -0.235 1.322
H -4.043 -1.392 1.038
H -4.971 0.696 2.003
H -4.217 1.646 0.695
H -6.460 0.259 -1.838
H -5.109 1.370 -1.559
H -2.794 0.437 -1.069
H -1.270 -3.765 -1.024
H 1.070 -4.262 -0.330
C 2.891 -2.579 0.575
O 3.210 -3.706 0.911
N 3.768 -1.550 0.558
H 3.531 -0.673 0.115
C 5.177 -1.728 0.816
C 6.020 -1.004 -0.232
C 5.889 0.517 -0.138
O 4.588 0.892 -0.560
C 4.170 2.221 -0.283
C 3.931 2.462 1.211
H 3.373 1.635 1.645
H 3.362 3.378 1.346
H 4.872 2.564 1.748
C 5.102 3.281 -0.868
H 5.308 3.063 -1.914
H 6.042 3.318 -0.323
H 4.628 4.256 -0.802
H 3.207 2.276 -0.808
H 6.067 0.836 0.896
H 6.642 0.989 -0.784
H 5.710 -1.321 -1.228
H 7.069 -1.267 -0.092
H 5.421 -1.345 1.816
H 5.377 -2.804 0.805
H 1.604 -0.151 0.625
H -0.696 2.534 0.460
H 0.844 1.842 -0.103
*
```

The orbital gap comes out at 8.75 eV. For the highest occupied orbital energy, the calculation gives -8.235 eV. As for the SMILES: COc1cc(C(=O)NCCCOC(C)C)ccc1OC1CCN(C(C)=O)CC1.

---

[2]
ORCA calculation (ωB97M-V/def2-TZVPD) on a molecular structure, C21H32NTc in a non-equilibrium geometry.

The geometry in ORCA input format:
```
! RIJCOSX wB97M-V def2-TZVPD def2/J DEFGRID3
* xyz 1 4
C 1.314 -1.803 1.558
C 1.884 -1.233 0.373
C 0.974 -1.441 -0.708
C -0.155 -2.157 -0.207
C 0.038 -2.360 1.206
Tc 0.003 -0.254 0.819
C -3.723 1.029 -0.162
C -2.874 0.747 0.958
H -2.569 1.603 1.581
C -2.114 -0.433 1.186
H -2.479 -1.301 0.603
H -2.112 -0.804 2.260
C -3.720 2.579 -0.358
H -2.968 3.010 0.310
H -3.308 2.846 -1.314
H -4.609 3.222 -0.245
C -3.081 0.434 -1.459
H -2.032 0.233 -1.206
H -3.444 -0.392 -2.018
H -2.914 1.231 -2.189
C 3.222 -0.584 0.321
H 3.426 -0.058 1.263
H 4.020 -1.325 0.178
H 3.265 0.142 -0.491
C 1.166 -0.980 -2.113
H 1.601 0.021 -2.115
H 1.843 -1.644 -2.673
H 0.206 -0.944 -2.642
C -1.244 -2.792 -1.013
H -1.422 -2.235 -1.937
H -0.977 -3.824 -1.285
H -2.186 -2.852 -0.456
C -0.801 -3.211 2.102
H -1.866 -3.120 1.868
H -0.529 -4.270 1.994
H -0.653 -2.939 3.153
C 2.036 -2.069 2.840
H 1.342 -2.259 3.665
H 2.677 -2.960 2.740
H 2.693 -1.228 3.103
C 1.607 2.309 -0.447
C 0.626 3.293 -1.146
C 2.861 2.538 -0.952
C 0.584 2.864 -2.509
H -0.265 3.883 -0.926
C 2.952 2.936 -2.333
H 3.802 2.470 -0.360
C 1.865 2.865 -3.158
H -0.320 2.772 -3.006
H 3.937 3.271 -2.616
H 1.908 2.946 -4.260
N 0.122 0.480 2.790
H 1.060 0.449 3.156
H -0.442 -0.115 3.380
H -0.225 1.419 2.894
*
```

The orbital gap (alpha / beta) comes out at 7.10 / 5.78 eV. For the highest occupied orbital energy (alpha / beta), the calculation gives -10.399 / -10.403 eV. The expectation value of S² is 3.812.

---

[3]
ORCA calculation (ωB97M-V/def2-TZVPD) on C21H32O2 in the gas phase.

The geometry in ORCA input format:
```
! RIJCOSX wB97M-V def2-TZVPD def2/J DEFGRID3
* xyz 0 1
C 2.369 2.176 -0.531
H 2.470 3.248 -0.687
H 3.338 1.781 -0.236
H 1.666 2.008 0.281
C 1.885 1.491 -1.809
C 0.577 2.057 -2.261
C -0.536 1.392 -2.532
C -0.716 -0.098 -2.476
C -0.438 -0.690 -3.830
C 0.225 -1.808 -4.080
C 0.829 -2.722 -3.051
C 2.248 -2.319 -2.763
C 2.850 -2.334 -1.583
C 2.239 -2.751 -0.274
C 1.801 -1.526 0.478
C 0.587 -1.228 0.914
C -0.655 -2.071 0.819
C -1.046 -2.552 2.190
C -1.740 -1.869 3.088
C -2.253 -0.472 2.934
H -2.091 -0.114 1.918
H -3.329 -0.450 3.136
C -1.539 0.469 3.912
H -0.461 0.319 3.831
H -1.840 0.235 4.935
C -1.848 1.933 3.602
C -1.156 2.367 2.330
O -0.050 2.033 1.994
O -1.925 3.194 1.614
C -1.358 3.697 0.409
H -1.058 2.876 -0.246
H -0.479 4.305 0.633
H -2.130 4.301 -0.059
H -2.919 2.109 3.503
H -1.467 2.570 4.405
H -1.945 -2.322 4.050
H -0.689 -3.541 2.446
H -0.499 -2.934 0.171
H -1.458 -1.466 0.392
H 0.442 -0.286 1.426
H 2.594 -0.808 0.641
H 1.412 -3.441 -0.432
H 3.000 -3.268 0.317
H 3.874 -1.989 -1.516
H 2.803 -1.988 -3.632
H 0.234 -2.708 -2.140
H 0.826 -3.744 -3.445
H 0.381 -2.104 -5.109
H -0.829 -0.114 -4.659
H -1.754 -0.319 -2.203
H -0.061 -0.535 -1.725
H -1.403 1.944 -2.875
H 0.574 3.137 -2.364
H 1.810 0.417 -1.646
H 2.621 1.654 -2.603
*
```

The orbital gap comes out at 9.72 eV. For the highest occupied orbital energy, the calculation gives -8.820 eV. As for the SMILES: CC/C=C\C/C=C\C/C=C\C/C=C\C/C=C\CCCC(=O)OC.

---

Relative energy (zero: lowest compared OMol25 entry of this formula, charge and spin) (eV)
2.114; 0.854; 0.032